Here is 2 unconnected molecules or ions with the total composition C3H5ClOS in a non-equilibrium geometry from the Open Molecules 2025 dataset. Energies are from wB97M-V/def2-TZVPD.

As for the energy relative to the best compared isomer or geometry (same formula, charge and spin): 131.17 kcal/mol. The value obtained for the LUMO energy is -2.0 eV. The HOMO energy is -9.27 eV.

Cartesian coordinates (Å):
C 0.22 -0.28 -0.34
C -0.59 0.89 0.06
C -0.36 -0.42 0.87
H -0.46 -1.98 -1.09
H 1.27 -0.37 -0.16
H -1.44 1.15 -0.57
H 2.34 1.97 -0.69
H 0.14 -0.37 1.87
O -0.13 -1.09 -1.36
S 0.35 2.40 0.35
Cl -1.36 -1.89 1.05

---

Here is a single C3H5ClOS molecule in a non-equilibrium geometry from the Open Molecules 2025 dataset. Energies are from wB97M-V/def2-TZVPD.

As for the energy relative to the best compared isomer or geometry (same formula, charge and spin): 64.06 kcal/mol. The value obtained for the LUMO energy is 0.8 eV. The HOMO energy is -9.29 eV. As for the SMILES: S[C@@H](Cl)[C@H]1CO1.

Cartesian coordinates (Å):
S 0.73 -2.04 0.54
C 1.08 -0.22 0.32
Cl 2.50 -0.09 -0.74
C -0.31 0.53 -0.57
C -1.52 0.73 0.24
O -0.60 1.77 -0.01
H 1.21 -2.41 -0.66
H 1.03 0.25 1.36
H -0.36 0.36 -1.55
H -2.49 0.68 -0.20
H -1.28 0.43 1.26

---

Here is a single C3H5ClS molecule in a non-equilibrium geometry from the Open Molecules 2025 dataset. Energies are from wB97M-V/def2-TZVPD.

As for the energy relative to the best compared isomer or geometry (same formula, charge and spin): 49.02 kcal/mol. The value obtained for the LUMO energy is -0.3 eV. The HOMO energy is -9.41 eV. As for the SMILES: C/C(Cl)=C\S.

Cartesian coordinates (Å):
C -1.04 -0.94 -0.39
C 0.16 -0.74 0.41
Cl 0.61 -1.88 1.64
C 0.92 0.41 0.22
S 1.13 2.36 -0.81
H -1.64 -1.76 -0.03
H -0.82 -1.04 -1.51
H -1.77 -0.17 -0.55
H 1.77 0.62 0.78
H 0.68 3.12 0.22

---

Here is a single C3H5ClS molecule in a non-equilibrium geometry from the Open Molecules 2025 dataset. Energies are from wB97M-V/def2-TZVPD.

As for the energy relative to the best compared isomer or geometry (same formula, charge and spin): 29.45 kcal/mol. The value obtained for the LUMO energy is -0.5 eV. The HOMO energy is -9.00 eV. As for the SMILES: S=CCCCl.

Cartesian coordinates (Å):
S 2.76 -0.63 0.30
C 1.21 -0.40 0.51
C 0.19 0.59 -0.01
C -0.98 -0.25 -0.30
Cl -2.05 1.20 -1.12
H 0.56 -0.96 1.35
H 0.05 1.29 0.77
H 0.44 1.03 -0.94
H -1.55 -0.72 0.41
H -0.62 -1.14 -0.97

---

Here is a single C3H5ClS molecule in a non-equilibrium geometry from the Open Molecules 2025 dataset. Energies are from wB97M-V/def2-TZVPD.

As for the energy relative to the best compared isomer or geometry (same formula, charge and spin): 2.84 kcal/mol. The value obtained for the LUMO energy is 0.8 eV. The HOMO energy is -9.43 eV. As for the SMILES: C=C(Cl)CS.

Cartesian coordinates (Å):
C 1.28 1.02 -0.49
C 0.61 -0.04 -0.05
Cl 1.34 -1.60 -0.13
C -0.75 -0.04 0.52
S -2.12 -0.74 -0.38
H 2.25 0.84 -0.92
H 0.76 2.00 -0.29
H -1.00 1.07 0.66
H -0.56 -0.46 1.54
H -1.81 -2.05 -0.46

---

Here is a molecular structure, C3H5CoLiO3 in a non-equilibrium geometry from the Open Molecules 2025 dataset. Energies are from wB97M-V/def2-TZVPD.

As for the energy relative to the best compared isomer or geometry (same formula, charge and spin): 0.00 kcal/mol. The value obtained for the LUMO energy (spin up / spin down) is -0.4 / -0.5 eV. The HOMO energy (spin up / spin down) is -5.10 / -6.14 eV. The spin multiplicity is 4.

Cartesian coordinates (Å):
O -0.80 0.77 -0.03
C -1.38 1.47 0.95
C -0.58 -0.65 0.14
O -1.71 2.61 0.73
O 1.59 -0.09 -0.57
C 0.59 -1.05 -0.74
H -1.52 -1.18 -0.09
H -0.29 -0.85 1.18
H 0.24 -1.19 -1.78
H 0.92 -2.05 -0.41
H -1.34 1.04 1.97
Li 0.90 1.59 -0.91
Co 3.39 -0.41 -0.45

---

Here is a molecular structure, C3H5CoO3 in a non-equilibrium geometry from the Open Molecules 2025 dataset. Energies are from wB97M-V/def2-TZVPD.

The net charge is +1. As for the energy relative to the best compared isomer or geometry (same formula, charge and spin): 70.68 kcal/mol. The value obtained for the LUMO energy (spin up / spin down) is -4.9 / -5.6 eV. The HOMO energy (spin up / spin down) is -14.37 / -14.37 eV. The spin multiplicity is 4.

Cartesian coordinates (Å):
H -1.22 1.09 -1.59
C 1.12 1.55 -0.13
C 0.37 0.89 0.76
O 0.14 -0.47 0.46
C -0.24 -1.35 1.37
O -0.76 -2.30 0.60
H 1.12 2.64 -0.07
H 0.21 1.15 1.81
H -0.80 -3.17 1.03
Co -0.69 -1.27 -1.30
O -1.07 0.23 -2.14
H 1.82 1.03 -0.80

---

Here is a molecular structure, C3H5CrO4 in a non-equilibrium geometry from the Open Molecules 2025 dataset. Energies are from wB97M-V/def2-TZVPD.

As for the energy relative to the best compared isomer or geometry (same formula, charge and spin): 10.54 kcal/mol. The value obtained for the LUMO energy (spin up / spin down) is -0.8 / -0.6 eV. The HOMO energy (spin up / spin down) is -7.44 / -10.25 eV. The spin multiplicity is 6.

Cartesian coordinates (Å):
C 0.04 -0.65 2.00
O 0.32 -0.55 0.62
C 0.18 0.75 0.10
O 0.43 0.65 -1.26
Cr 1.80 -0.60 -2.15
H 0.16 -1.70 2.28
H 0.74 -0.04 2.59
H -0.99 -0.33 2.21
H 0.93 1.43 0.54
H -0.85 1.11 0.27
O -0.15 -0.57 -3.05
C -0.74 0.16 -2.24
O -1.87 0.34 -1.90

---

Here is a single C3H5F molecule in a non-equilibrium geometry from the Open Molecules 2025 dataset. Energies are from wB97M-V/def2-TZVPD.

As for the energy relative to the best compared isomer or geometry (same formula, charge and spin): 34.26 kcal/mol. The value obtained for the LUMO energy is 1.0 eV. The HOMO energy is -9.39 eV. As for the SMILES: C=CCF.

Cartesian coordinates (Å):
C -0.28 1.37 -0.24
C 0.55 0.20 -0.22
C -0.07 -1.09 0.26
F -1.35 -1.04 0.02
H 0.27 2.15 -0.39
H -1.36 1.25 -0.19
H 1.63 0.19 -0.31
H 0.50 -1.74 -0.39
H 0.12 -1.29 1.46

---

Here is a single C3H5F molecule in a non-equilibrium geometry from the Open Molecules 2025 dataset. Energies are from wB97M-V/def2-TZVPD.

As for the energy relative to the best compared isomer or geometry (same formula, charge and spin): 15.66 kcal/mol. The value obtained for the LUMO energy is 1.1 eV. The HOMO energy is -9.92 eV. As for the SMILES: C=CCF.

Cartesian coordinates (Å):
C -0.45 -0.91 -1.00
C -0.49 0.19 -0.20
C 0.58 0.65 0.75
F 1.70 -0.20 0.74
H -1.32 -1.31 -1.44
H 0.46 -1.17 -1.36
H -1.40 0.49 0.18
H 0.00 0.65 1.73
H 0.93 1.62 0.60

---

Here is 2 unconnected molecules or ions with the total composition C3H5F2N in a non-equilibrium geometry from the Open Molecules 2025 dataset. Energies are from wB97M-V/def2-TZVPD.

As for the energy relative to the best compared isomer or geometry (same formula, charge and spin): 144.58 kcal/mol. The value obtained for the LUMO energy is 0.9 eV. The HOMO energy is -9.87 eV. As for the SMILES: C#CC.FNF.

Cartesian coordinates (Å):
C 1.06 -1.12 1.23
C 1.12 -0.27 0.38
C 1.37 1.07 0.02
H 1.23 -2.17 1.54
H 0.62 1.19 -0.77
H 2.34 1.14 -0.33
H 1.13 1.62 1.03
F -1.69 0.63 -1.37
N -1.93 -0.39 -0.41
F -3.35 -0.48 -0.43
H -1.90 -1.22 -0.88

---

Here is a single C3H5F2NO2 molecule in a non-equilibrium geometry from the Open Molecules 2025 dataset. Energies are from wB97M-V/def2-TZVPD.

As for the energy relative to the best compared isomer or geometry (same formula, charge and spin): 88.07 kcal/mol. The value obtained for the LUMO energy is 0.2 eV. The HOMO energy is -9.33 eV. As for the SMILES: N[C@@H](C(=O)O)C(F)F.

Cartesian coordinates (Å):
N -0.31 1.76 -0.09
C 0.03 0.47 -0.62
C 1.32 -0.04 -0.29
O 1.81 -0.99 -0.88
O 1.75 0.52 0.88
C -1.06 -0.72 -0.17
F -0.88 -1.06 1.08
F -2.28 0.07 -0.27
H 0.43 2.02 0.91
H -1.51 1.45 0.07
H -0.19 0.43 -1.82
H 2.55 -0.16 1.35
H -0.90 -1.63 -0.58

---

Here is a single C3H5F2NS molecule in a non-equilibrium geometry from the Open Molecules 2025 dataset. Energies are from wB97M-V/def2-TZVPD.

As for the energy relative to the best compared isomer or geometry (same formula, charge and spin): 11.87 kcal/mol. The value obtained for the LUMO energy is 0.8 eV. The HOMO energy is -9.26 eV. As for the SMILES: C/C(=N\S)C(F)F.

Cartesian coordinates (Å):
C 0.07 1.31 0.04
C 0.05 -0.20 0.02
N 1.02 -1.01 -0.06
S 2.53 -0.30 0.09
C -1.35 -0.76 0.03
F -2.06 -0.41 1.14
F -2.06 -0.31 -1.03
H -0.77 1.60 0.66
H -0.21 1.63 -1.00
H 0.98 1.73 0.45
H 3.20 -1.37 -0.29
H -1.39 -1.90 -0.05

---

Here is a single C3H5F3 molecule in a non-equilibrium geometry from the Open Molecules 2025 dataset. Energies are from wB97M-V/def2-TZVPD.

As for the energy relative to the best compared isomer or geometry (same formula, charge and spin): 17.93 kcal/mol. The value obtained for the LUMO energy is 1.0 eV. The HOMO energy is -11.78 eV. As for the SMILES: C[C@H](F)C(F)F.

Cartesian coordinates (Å):
C -0.10 -0.56 1.63
C 0.58 -0.53 0.21
F 1.76 0.18 0.38
C -0.27 0.13 -0.82
F -1.36 -0.60 -1.06
F -0.59 1.39 -0.42
H 0.39 -1.24 2.28
H -1.06 -0.87 1.38
H 0.03 0.43 2.03
H 0.78 -1.59 -0.19
H 0.33 0.24 -1.76

---

Here is 2 unconnected molecules or ions with the total composition C3H5F3N2O in a non-equilibrium geometry from the Open Molecules 2025 dataset. Energies are from wB97M-V/def2-TZVPD.

As for the energy relative to the best compared isomer or geometry (same formula, charge and spin): 79.52 kcal/mol. The value obtained for the LUMO energy is 0.7 eV. The HOMO energy is -9.48 eV. As for the SMILES: C[NH2+][O-].N#CC(F)(F)F.

Cartesian coordinates (Å):
C 0.11 -0.72 0.01
N -0.51 0.56 -0.45
O -1.71 0.69 0.08
H 0.03 -0.88 1.02
H -0.04 -1.59 -0.53
H 1.17 -0.66 -0.24
H 0.02 1.41 -0.01
H -0.51 0.59 -1.55
N -0.29 2.62 1.11
C -1.38 2.34 1.40
C -2.73 2.38 2.02
F -2.90 3.57 2.52
F -2.88 1.52 3.03
F -3.72 2.12 1.25

---

Here is a single C3H5F3OSi molecule in a non-equilibrium geometry from the Open Molecules 2025 dataset. Energies are from wB97M-V/def2-TZVPD.

As for the energy relative to the best compared isomer or geometry (same formula, charge and spin): 95.38 kcal/mol. The value obtained for the LUMO energy (spin up / spin down) is -1.4 / -1.3 eV. The HOMO energy (spin up / spin down) is -10.92 / -10.41 eV. As for the SMILES: C[SiH2]C(=O)C(F)(F)F.

Cartesian coordinates (Å):
C -0.88 1.86 -0.55
Si -0.48 0.80 0.93
C 0.76 -0.64 0.51
O 2.34 -0.47 1.03
C 0.62 -1.95 -0.26
F 0.31 -1.65 -1.58
F -0.52 -2.54 0.17
F 1.65 -2.72 -0.28
H -1.87 2.12 -0.78
H -0.19 2.70 -0.69
H -0.65 1.16 -1.40
H 0.45 1.63 1.85
H -1.53 -0.31 1.05

---

Here is 2 unconnected molecules or ions with the total composition C3H5F3S in a non-equilibrium geometry from the Open Molecules 2025 dataset. Energies are from wB97M-V/def2-TZVPD.

As for the energy relative to the best compared isomer or geometry (same formula, charge and spin): 53.31 kcal/mol. The value obtained for the LUMO energy (spin up / spin down) is -1.3 / -1.4 eV. The HOMO energy (spin up / spin down) is -9.25 / -9.22 eV.

Cartesian coordinates (Å):
C -0.69 0.44 1.21
C 1.17 -0.42 -0.43
C -0.30 -0.40 0.08
F 1.69 0.86 -0.37
F 1.91 -1.06 0.54
F -0.83 -1.71 0.11
S -1.70 0.10 -2.06
H -0.16 1.33 1.02
H -1.70 0.59 1.41
H -0.11 0.00 2.07
H 1.49 -0.80 -1.42
H -0.76 1.09 -2.16

---

Here is a single C3H5F3S molecule in a non-equilibrium geometry from the Open Molecules 2025 dataset. Energies are from wB97M-V/def2-TZVPD.

As for the energy relative to the best compared isomer or geometry (same formula, charge and spin): 21.12 kcal/mol. The value obtained for the LUMO energy is 0.5 eV. The HOMO energy is -9.74 eV. As for the SMILES: C[C@@](F)(S)C(F)F.

Cartesian coordinates (Å):
C 0.05 0.78 1.30
C -0.19 -0.19 0.16
F -0.07 -1.43 0.67
S -2.11 -0.23 -0.64
C 0.74 0.00 -1.02
F 2.04 0.12 -0.63
F 0.69 -1.15 -1.78
H 0.86 0.40 1.78
H 0.28 1.65 0.74
H -0.87 0.76 1.94
H -1.70 -1.54 -0.72
H 0.29 0.83 -1.78

---

Here is a single C3H5FN2 molecule in a non-equilibrium geometry from the Open Molecules 2025 dataset. Energies are from wB97M-V/def2-TZVPD.

As for the energy relative to the best compared isomer or geometry (same formula, charge and spin): 70.86 kcal/mol. The value obtained for the LUMO energy is 1.0 eV. The HOMO energy is -8.72 eV. As for the SMILES: C=C(F)/C=N\N.

Cartesian coordinates (Å):
C -0.57 -1.37 -0.81
C -1.09 -0.25 -0.27
F -2.19 -0.06 0.52
C -0.47 1.24 -0.32
N 0.70 1.36 0.27
N 1.52 0.50 0.77
H -0.95 -2.45 -0.51
H 0.54 -1.28 -1.19
H -1.11 2.12 -0.71
H 2.41 0.68 1.12
H 1.19 -0.49 1.15

---

Here is a single C3H5FN2O2 molecule in a non-equilibrium geometry from the Open Molecules 2025 dataset. Energies are from wB97M-V/def2-TZVPD.

As for the energy relative to the best compared isomer or geometry (same formula, charge and spin): 77.77 kcal/mol. The value obtained for the LUMO energy is 0.4 eV. The HOMO energy is -8.65 eV. As for the SMILES: N/N=C\OC(=O)CF.

Cartesian coordinates (Å):
N 1.25 -1.80 -1.50
N 1.02 -2.23 -0.24
C 0.33 -1.40 0.43
O -0.17 -0.21 -0.20
C -0.51 0.76 0.88
O -0.71 0.33 1.96
C -0.78 2.16 0.40
F -1.95 2.62 1.22
H 2.00 -2.45 -2.05
H 0.43 -1.38 -2.21
H -0.11 -1.40 1.39
H -0.99 2.16 -0.73
H 0.20 2.86 0.66